Entry 1:
Entry from OMol25: C43H61GaN5O2Se3 as an isolated structure (ωB97M-V/def2-TZVPD).

## Properties
Strongest force on any atom (eV Å⁻¹): 0.71
LUMO (Ha): -0.081
E_HOMO (eV): -10.3
Energy above the lowest of the compared OMol25 structures with the same formula, charge and spin (eV): 0.955

```
! RIJCOSX wB97M-V def2-TZVPD def2/J DEFGRID3
* xyz 1 1
Ga 0.44 -0.11 -0.04
C 6.48 -4.99 -0.98
C 5.03 -4.96 -1.46
C 5.02 -4.80 -2.99
C 4.37 -6.29 -1.08
C 4.25 -3.80 -0.84
C 2.90 -3.65 -1.11
C 2.22 -2.57 -0.60
Se 0.37 -2.39 -1.10
C 0.68 -1.54 -2.78
C 0.91 -2.37 -3.87
C 1.23 -1.81 -5.09
C 1.28 -0.41 -5.14
C 1.04 0.45 -4.08
C 0.74 -0.14 -2.84
O 0.49 0.60 -1.74
C 1.13 1.97 -4.37
C 0.12 2.32 -5.47
C 0.83 2.87 -3.17
C 2.55 2.30 -4.85
C 1.52 -2.64 -6.34
C 0.46 -2.35 -7.41
C 2.91 -2.29 -6.88
C 1.50 -4.14 -6.02
C 2.81 -1.58 0.21
O 2.08 -0.54 0.66
C 4.16 -1.75 0.55
C 4.83 -2.85 0.00
C 4.99 -0.84 1.50
C 5.50 -1.70 2.67
C 6.19 -0.26 0.73
C 4.23 0.34 2.11
H 6.99 -5.85 -1.43
H 7.03 -4.09 -1.28
H 6.55 -5.10 0.10
H 5.58 -5.62 -3.46
H 4.00 -4.82 -3.38
H 5.48 -3.86 -3.28
H 4.94 -7.13 -1.49
H 4.32 -6.41 0.00
H 3.35 -6.37 -1.48
H 2.38 -4.36 -1.74
H 0.84 -3.44 -3.74
H 1.51 0.04 -6.10
H -0.89 1.99 -5.19
H 0.09 3.40 -5.62
H 0.37 1.86 -6.43
H -0.19 2.74 -2.80
H 1.52 2.71 -2.34
H 0.93 3.91 -3.49
H 2.86 1.70 -5.71
H 2.61 3.36 -5.13
H 3.28 2.13 -4.05
H 0.48 -1.30 -7.71
H 0.65 -2.95 -8.30
H -0.54 -2.58 -7.04
H 2.97 -1.25 -7.22
H 3.68 -2.43 -6.11
H 3.16 -2.93 -7.73
H 0.51 -4.47 -5.68
H 1.74 -4.70 -6.93
H 2.24 -4.40 -5.26
H 5.87 -2.96 0.25
H 6.16 -2.51 2.34
H 6.05 -1.08 3.37
H 4.66 -2.16 3.21
H 6.84 -1.04 0.33
H 5.85 0.35 -0.10
H 6.79 0.36 1.40
H 3.38 0.00 2.72
H 4.91 0.90 2.76
H 3.85 1.02 1.34
C -0.53 4.14 3.68
Se -1.05 3.90 1.83
C -2.39 2.53 2.21
C -3.04 2.00 0.94
Se -1.75 1.59 -0.47
C -2.82 0.26 -1.40
H -0.34 3.17 4.14
H -1.31 4.67 4.23
H 0.38 4.74 3.68
H -3.15 3.00 2.83
H -1.92 1.74 2.78
H -3.72 2.73 0.51
H -3.59 1.08 1.14
H -3.63 0.75 -1.93
H -3.21 -0.46 -0.69
H -2.17 -0.23 -2.12
C -1.73 -1.51 2.49
C -0.74 -0.44 2.79
N -0.06 0.26 1.89
C 0.74 1.17 2.58
C 0.51 1.03 3.90
N -0.43 0.01 4.02
C -0.97 -0.48 5.30
N -1.19 0.61 6.19
N -0.25 0.92 7.13
N -0.55 2.03 7.66
C -1.71 2.52 7.06
C -2.41 3.70 7.27
C -3.52 3.93 6.48
C -3.93 3.00 5.50
C -3.24 1.82 5.29
C -2.12 1.61 6.10
H -1.78 -1.66 1.41
H -2.72 -1.25 2.85
H -1.44 -2.46 2.94
H 1.40 1.84 2.07
H 0.92 1.54 4.76
H -0.26 -1.15 5.77
H -1.89 -1.00 5.10
H -2.10 4.41 8.04
H -4.10 4.83 6.62
H -4.81 3.21 4.91
H -3.57 1.10 4.55
*
```

---

Entry 2:
Entry from OMol25: C43H65KN5PSbTe as an isolated structure (ωB97M-V/def2-TZVPD).

## Properties
Strongest force on any atom (eV Å⁻¹): 0.74
LUMO (Ha): 0.076
E_HOMO (eV): -3.5
Energy above the lowest of the compared OMol25 structures with the same formula, charge and spin (eV): 0.728

```
! RIJCOSX wB97M-V def2-TZVPD def2/J DEFGRID3
* xyz -1 1
K 0.63 0.64 0.70
C 4.03 -3.04 0.90
C 2.86 -2.29 0.66
N 2.42 -1.36 1.46
C 3.13 -1.05 2.58
C 4.33 -1.75 2.90
C 4.75 -2.76 2.02
C 5.05 -1.43 4.08
C 4.58 -0.44 4.89
C 3.40 0.26 4.59
C 2.65 0.00 3.45
N 1.55 0.72 3.06
C 0.73 1.27 3.97
C 0.42 0.71 5.22
C -0.51 1.28 6.10
C -1.17 2.45 5.79
C -0.89 3.08 4.56
C -1.46 4.33 4.22
C -1.12 4.93 3.04
C -0.24 4.25 2.17
N 0.29 3.09 2.44
C 0.02 2.50 3.64
H 4.33 -3.80 0.19
H 2.29 -2.48 -0.24
H 5.67 -3.30 2.25
H 5.96 -1.97 4.30
H 5.12 -0.17 5.79
H 3.07 1.05 5.26
H 0.93 -0.20 5.51
H -0.71 0.78 7.04
H -1.88 2.90 6.48
H -2.15 4.80 4.91
H -1.52 5.90 2.76
H 0.02 4.70 1.21
C -0.90 0.61 -5.20
C -0.14 1.92 -4.92
C 1.30 1.79 -5.39
C -0.83 3.07 -5.63
N -0.14 2.28 -3.48
N 0.34 1.29 -2.58
H -0.98 0.44 -6.27
H -1.92 0.67 -4.79
H -0.40 -0.26 -4.77
H 1.33 1.54 -6.46
H 1.84 1.01 -4.85
H 1.83 2.73 -5.24
H -0.83 2.92 -6.71
H -0.32 4.01 -5.41
H -1.88 3.16 -5.31
H -1.10 2.48 -3.22
H 1.35 1.26 -2.62
H 0.06 0.35 -2.88
C -1.62 5.94 -1.17
C -2.29 4.73 -1.81
Sb -2.08 2.98 -0.54
C -3.29 1.61 -1.71
C -4.41 2.23 -2.54
C -3.66 3.63 0.78
C -3.96 2.62 1.88
H -1.81 6.86 -1.74
H -0.54 5.81 -1.11
H -1.98 6.12 -0.15
H -1.84 4.52 -2.78
H -3.36 4.90 -1.97
H -3.69 0.90 -0.98
H -2.61 1.04 -2.34
H -5.10 2.82 -1.92
H -5.01 1.47 -3.05
H -4.02 2.90 -3.31
H -4.55 3.85 0.18
H -3.32 4.58 1.21
H -4.37 1.70 1.47
H -4.68 3.01 2.61
H -3.05 2.36 2.44
C 2.60 -6.80 -2.73
C 2.83 -5.31 -2.73
C 1.84 -4.43 -3.12
C 2.04 -3.04 -3.14
C 0.92 -2.16 -3.61
C 3.27 -2.51 -2.72
Te 3.57 -0.41 -2.51
C 4.30 -3.41 -2.35
C 5.66 -2.92 -1.94
C 4.06 -4.78 -2.37
H 1.54 -7.03 -2.83
H 2.96 -7.26 -1.81
H 3.12 -7.29 -3.56
H 0.88 -4.82 -3.44
H 0.24 -2.72 -4.27
H 1.32 -1.30 -4.15
H 0.33 -1.78 -2.77
H 5.60 -2.27 -1.05
H 6.10 -2.30 -2.72
H 6.33 -3.76 -1.72
H 4.86 -5.45 -2.07
C -4.76 -2.29 2.08
C -3.93 -1.06 1.72
P -2.09 -1.26 1.60
C -1.96 -2.86 0.69
C -0.58 -3.03 0.04
C -1.71 -1.73 3.34
C -0.30 -2.31 3.53
H -5.82 -2.04 2.14
H -4.46 -2.71 3.04
H -4.65 -3.08 1.33
H -4.09 -0.27 2.45
H -4.27 -0.66 0.76
H -2.74 -2.85 -0.09
H -2.19 -3.70 1.35
H -0.38 -2.20 -0.65
H -0.51 -3.96 -0.53
H 0.21 -3.03 0.78
H -2.46 -2.43 3.72
H -1.80 -0.81 3.93
H -0.19 -3.27 3.01
H -0.10 -2.48 4.58
H 0.46 -1.63 3.14
*
```

---

Entry 3:
Entry from OMol25: C43H67ClIrNO2P2Si as an isolated structure (ωB97M-V/def2-TZVPD).

## Properties
Strongest force on any atom (eV Å⁻¹): 0.69
LUMO (spin up / spin down) (Ha): 0.019 / -0.032
E_HOMO (spin up / spin down) (eV): -5.4 / -7.8
Energy above the lowest of the compared OMol25 structures with the same formula, charge and spin (eV): 0.576
<S²>: 6.053

```
! RIJCOSX wB97M-V def2-TZVPD def2/J DEFGRID3
* xyz 0 5
Ir -0.32 0.34 -0.45
C 2.43 -2.06 0.61
Si 1.90 -0.36 0.01
C 2.80 -0.11 -1.63
C 4.19 -0.27 -1.69
C 4.88 -0.25 -2.89
C 4.18 -0.11 -4.07
C 2.80 0.05 -4.04
C 2.10 0.07 -2.83
P 0.26 0.24 -2.78
C -0.37 -1.24 -3.70
C -0.24 -1.30 -5.23
C -1.33 -0.58 -6.03
C -2.72 -1.00 -5.56
C -2.88 -0.84 -4.06
C -1.81 -1.62 -3.31
C -0.27 1.74 -3.72
C -0.58 2.95 -2.83
C -1.23 4.07 -3.64
C -0.34 4.50 -4.80
C -0.02 3.30 -5.69
C 0.62 2.16 -4.90
C 2.35 0.85 1.37
C 3.61 1.16 1.78
C 3.88 2.17 2.72
C 2.80 2.90 3.28
C 1.51 2.63 2.93
C 1.15 1.59 1.93
P -0.05 0.19 2.47
C 0.59 -0.40 4.12
C 2.11 -0.58 4.21
C 2.52 -1.58 5.30
C 1.51 -1.58 6.44
C 0.16 -2.09 5.94
C -0.05 -1.76 4.46
C -1.67 0.97 2.93
C -1.74 1.91 4.14
C -3.09 2.64 4.15
C -4.25 1.65 4.20
C -4.15 0.62 3.08
C -2.79 -0.07 3.08
H 3.35 -1.93 1.18
H 2.63 -2.74 -0.21
H 1.70 -2.50 1.28
H 4.74 -0.42 -0.77
H 5.96 -0.37 -2.90
H 4.69 -0.11 -5.02
H 2.29 0.16 -4.98
H 0.29 -2.00 -3.28
H -0.29 -2.36 -5.49
H 0.75 -0.97 -5.57
H -1.21 -0.82 -7.08
H -1.23 0.50 -5.95
H -2.88 -2.06 -5.81
H -3.49 -0.44 -6.10
H -3.87 -1.17 -3.73
H -2.83 0.22 -3.78
H -1.95 -1.53 -2.24
H -1.92 -2.68 -3.56
H -1.23 1.41 -4.13
H 0.34 3.31 -2.36
H -1.24 2.64 -2.02
H -1.44 4.91 -2.98
H -2.19 3.72 -4.04
H 0.60 4.91 -4.40
H -0.81 5.29 -5.38
H 0.64 3.59 -6.51
H -0.95 2.94 -6.14
H 1.60 2.48 -4.52
H 0.80 1.33 -5.57
H 4.46 0.62 1.37
H 4.89 2.40 3.01
H 3.00 3.68 3.99
H 0.73 3.23 3.36
H 0.27 0.33 4.87
H 2.58 0.39 4.40
H 2.50 -0.93 3.25
H 3.52 -1.35 5.65
H 2.57 -2.59 4.88
H 1.41 -0.57 6.83
H 1.86 -2.20 7.28
H -0.65 -1.65 6.53
H 0.09 -3.17 6.08
H -1.12 -1.79 4.21
H 0.42 -2.51 3.82
H -1.95 1.52 2.03
H -0.93 2.63 4.15
H -1.65 1.33 5.06
H -3.17 3.25 3.25
H -3.13 3.32 5.00
H -5.20 2.19 4.14
H -4.24 1.14 5.17
H -4.29 1.10 2.11
H -4.95 -0.12 3.19
H -2.75 -0.80 2.28
H -2.68 -0.60 4.04
Cl -2.73 0.38 -0.43
C -0.65 3.26 0.94
C 0.40 2.20 0.71
O 1.03 2.28 -0.42
H -0.20 4.23 0.67
H -0.99 3.32 1.97
H -1.51 3.10 0.29
C -1.85 -3.16 1.08
N -0.91 -4.10 0.48
C -0.76 -5.44 0.99
C -0.16 -3.62 -0.54
C 0.85 -4.55 -1.15
O -0.33 -2.48 -0.95
H -2.36 -3.66 1.90
H -2.58 -2.81 0.35
H -1.31 -2.29 1.45
H -1.51 -5.60 1.76
H 0.22 -5.59 1.45
H -0.90 -6.19 0.22
H 0.38 -5.46 -1.52
H 1.60 -4.85 -0.42
H 1.34 -4.03 -1.97
*
```

---

Which of these has the lowest strongest force on any atom?
C43H67ClIrNO2P2Si

---

strongest force on any atom of number 3 (C43H67ClIrNO2P2Si)?
0.69 eV Å⁻¹